(1)
Entry from the Open Molecules 2025 dataset: a gas-phase ion, C3H7N4S (charge +1) in a non-equilibrium geometry (ωB97M-V with the def2-TZVPD basis set).

Last column: Löwdin charge in e.
Geometry (Å):
C: 1.410 0.941 0.086  -0.40
C: -2.523 -0.733 -0.182  -0.17
C: -1.075 1.145 -0.080  -0.14
N: 0.286 1.463 0.050  -0.04
N: 3.433 -0.766 0.174  -0.36
N: -1.344 -0.339 -0.378  0.12
N: -3.568 -1.033 0.252  0.32
S: 1.824 -0.820 -0.151  0.81
H: 2.397 1.397 0.094  0.08
H: -1.404 1.371 1.008  0.18
H: -1.440 1.815 -0.904  0.16
H: 3.520 -0.884 1.148  0.01
H: -0.905 -0.937 -1.067  0.15
H: -4.659 -1.125 0.134  0.22
H: 4.049 -1.494 -0.183  0.06

Results
max |F|: 3.3 eV/A
electronic energy: -735.35954 Ha
spin multiplicity: 1
HOMO-LUMO gap: 8.30 eV
LUMO: -3.85 eV
energy above the lowest of the compared OMol25 structures with the same formula, charge and spin: 242.1 kJ/mol
SMILES: [NH+]#CNC/N=C\SN
charge: +1

(2)
Entry from the Open Molecules 2025 dataset: a molecular structure, C3H7N5 in a non-equilibrium geometry (ωB97M-V with the def2-TZVPD basis set).

Last column: Löwdin charge in e.
Geometry (Å):
C: -2.417 0.348 -0.305  -0.10
C: -1.139 -0.399 0.439  -0.15
C: 2.190 0.069 -0.205  -0.58
H: -2.258 0.360 -1.277  -0.03
H: -3.027 1.295 0.535  0.18
H: -3.240 -0.466 0.039  0.08
H: -1.238 -0.357 1.494  0.09
H: -1.275 -1.390 -0.096  0.11
H: 4.151 0.416 0.213  0.01
H: 1.315 -1.772 -0.380  0.18
N: 0.087 0.134 -0.341  -0.18
N: 0.456 1.386 -0.077  0.07
N: 1.780 1.379 0.096  0.10
N: 3.429 -0.235 0.004  0.09
N: 1.184 -0.769 -0.139  0.11

Results
max |F|: 11.7 eV/A
electronic energy: -392.07339 Ha
spin multiplicity: 1
HOMO-LUMO gap: 8.50 eV
LUMO: 0.05 eV
energy above the lowest of the compared OMol25 structures with the same formula, charge and spin: 592.5 kJ/mol

(3)
Entry from the Open Molecules 2025 dataset: a single C3H7N5O molecule in a non-equilibrium geometry (ωB97M-V with the def2-TZVPD basis set).

Last column: Löwdin charge in e.
Geometry (Å):
C: -0.510 0.103 1.940  -0.19
N: -1.037 0.314 0.611  0.03
N: 0.857 -0.438 1.794  -0.14
C: -0.434 -0.352 -1.563  -0.49
N: -0.568 0.901 -2.103  0.15
C: 0.902 -0.776 0.438  -0.06
O: 1.876 0.484 2.186  -0.04
N: -0.170 -0.281 -0.166  -0.13
N: -0.454 -1.483 -2.104  0.17
H: 1.863 1.268 1.613  0.09
H: -0.961 0.968 -3.027  0.10
H: -0.836 1.631 -1.458  0.09
H: -0.633 -1.491 -3.102  0.06
H: -0.514 1.029 2.521  0.12
H: -1.114 -0.645 2.471  0.12
H: 1.732 -1.231 -0.050  0.13

Results
max |F|: 1.9 eV/A
electronic energy: -467.39153 Ha
spin multiplicity: 1
HOMO-LUMO gap (alpha / beta): 8.00 / 8.00 eV
LUMO (alpha / beta): 0.57 / 0.57 eV
energy above the lowest of the compared OMol25 structures with the same formula, charge and spin: 412.6 kJ/mol

(4)
Entry from the Open Molecules 2025 dataset: 2 unconnected molecules or ions with the total composition C3H7N6 in a non-equilibrium geometry (ωB97M-V with the def2-TZVPD basis set).

Last column: Löwdin charge in e.
Geometry (Å):
C: 2.677 0.098 0.850  -0.05
C: 0.922 -0.443 -0.112  -0.45
C: -0.256 -1.043 -0.308  0.20
N: 1.513 -0.377 1.035  0.13
N: 1.645 -0.031 -1.120  0.14
N: -1.954 1.727 -0.247  0.00
N: 2.751 0.311 -0.552  0.07
N: -1.391 -1.558 -0.022  -0.03
N: -2.565 -1.181 0.217  0.24
H: 3.473 0.095 1.614  0.15
H: -2.148 2.214 -1.152  0.04
H: 3.462 0.830 -0.999  0.15
H: -1.123 -2.624 -0.117  0.24
H: -2.668 1.666 0.449  0.00
H: -1.135 2.285 0.075  0.03
H: -3.205 -1.967 0.390  0.13

Results
max |F|: 6.1 eV/A
electronic energy: -446.55908 Ha
spin multiplicity: 3
HOMO-LUMO gap (alpha / beta): 8.02 / 6.23 eV
LUMO (alpha / beta): -4.70 / -6.89 eV
energy above the lowest of the compared OMol25 structures with the same formula, charge and spin: 0.0 kJ/mol
charge: +1

(5)
Entry from the Open Molecules 2025 dataset: a gas-phase ion, C3H7NO (charge -1) in a non-equilibrium geometry (ωB97M-V with the def2-TZVPD basis set).

Last column: Löwdin charge in e.
Geometry (Å):
C: -0.306 1.287 1.236  -0.18
C: 0.488 -0.010 1.023  -0.26
C: 0.225 -0.447 -0.487  -0.60
N: -1.148 -0.738 -0.743  0.04
O: 1.090 -0.361 -1.361  -0.13
H: -1.043 1.429 0.506  0.00
H: -0.868 1.180 2.281  0.01
H: 0.340 2.123 1.411  0.02
H: 0.234 -0.799 1.643  -0.01
H: 1.551 0.096 1.160  0.06
H: -1.852 -0.596 0.059  0.08
H: -1.488 -0.352 -1.606  -0.03

Results
max |F|: 4.2 eV/A
electronic energy: -248.42659 Ha
spin multiplicity: 2
HOMO-LUMO gap (alpha / beta): 2.41 / 9.30 eV
LUMO (alpha / beta): 4.22 / 4.47 eV
energy above the lowest of the compared OMol25 structures with the same formula, charge and spin: 78.0 kJ/mol
charge: -1

(6)
Entry from the Open Molecules 2025 dataset: 2 unconnected molecules or ions with the total composition C3H7NO in a non-equilibrium geometry (ωB97M-V with the def2-TZVPD basis set).

Last column: Löwdin charge in e.
Geometry (Å):
C: 0.919 0.015 2.724  -0.19
N: 1.312 -0.248 1.564  0.02
H: 1.389 -0.493 3.575  0.03
H: -0.043 0.470 2.953  0.05
H: 0.964 0.354 0.812  0.01
O: -0.932 1.260 -0.291  -0.29
C: -1.119 0.181 -0.965  -0.57
C: -0.369 -0.140 -2.259  -0.20
H: -1.488 -0.732 -0.449  0.03
H: -0.255 0.787 -2.818  0.04
H: -0.966 -0.836 -2.854  0.03
H: 0.587 -0.618 -1.992  0.03

Results
max |F|: 2.0 eV/A
electronic energy: -248.41364 Ha
spin multiplicity: 2
HOMO-LUMO gap (alpha / beta): 3.84 / 7.23 eV
LUMO (alpha / beta): 4.19 / 4.18 eV
energy above the lowest of the compared OMol25 structures with the same formula, charge and spin: 112.0 kJ/mol
charge: -1

(7)
Entry from the Open Molecules 2025 dataset: a molecular structure, C3H7NO in a non-equilibrium geometry (ωB97M-V with the def2-TZVPD basis set).

Last column: Löwdin charge in e.
Geometry (Å):
C: 2.652 0.065 0.477  -0.45
C: -2.583 0.041 0.589  -0.09
C: -1.335 0.447 0.641  -0.10
N: 3.296 1.050 0.640  0.20
O: 2.357 -0.976 0.117  0.16
H: 0.025 -1.783 -2.328  0.00
H: -3.367 0.499 1.204  0.05
H: -2.883 -0.710 -0.164  0.06
H: 0.286 -1.950 -3.045  0.02
H: -0.987 1.248 1.226  0.02
H: -0.549 0.043 -0.059  0.05
H: 3.089 2.027 0.703  0.08

Results
max |F|: 3.3 eV/A
electronic energy: -248.42255 Ha
spin multiplicity: 1
HOMO-LUMO gap: 11.06 eV
LUMO: 0.71 eV
energy above the lowest of the compared OMol25 structures with the same formula, charge and spin: 272.9 kJ/mol

(8)
Entry from the Open Molecules 2025 dataset: a single C3H7NO molecule (ωB97M-V with the def2-TZVPD basis set).

Last column: Löwdin charge in e.
Geometry (Å):
C: -2.051 0.150 -0.329  -0.06
N: -0.605 -0.168 0.345  -0.05
C: 0.561 -0.096 -0.430  -0.52
O: 0.539 -0.380 -1.606  0.09
C: 1.783 0.385 0.314  0.00
H: -1.252 -1.032 0.082  0.13
H: -1.924 -0.140 -1.371  0.00
H: -2.766 -0.451 0.245  0.00
H: -0.556 0.176 1.297  0.14
H: 1.850 1.475 0.215  0.10
H: 2.670 -0.056 -0.143  0.09
H: 1.753 0.136 1.380  0.08

Results
max |F|: 0.6 eV/A
electronic energy: -248.35387 Ha
spin multiplicity: 1
HOMO-LUMO gap: 7.99 eV
LUMO: 0.60 eV
energy above the lowest of the compared OMol25 structures with the same formula, charge and spin: 453.2 kJ/mol

(9)
Entry from the Open Molecules 2025 dataset: a molecular structure, C3H7NO in a non-equilibrium geometry (ωB97M-V with the def2-TZVPD basis set).

Last column: Löwdin charge in e.
Geometry (Å):
C: 0.583 -0.556 -0.918  -0.43
N: -0.780 -0.391 -0.768  0.02
C: 0.146 1.676 1.128  -0.08
C: -0.952 -1.736 -0.645  0.05
O: 1.494 -0.830 -0.078  -0.04
H: 0.851 -0.270 -2.040  0.17
H: -0.294 2.020 2.103  0.03
H: 0.691 0.793 1.478  0.01
H: -0.752 1.680 0.481  0.01
H: -1.276 -2.322 -1.536  0.10
H: 0.879 2.307 0.569  0.04
H: -0.588 -2.368 0.227  0.12

Results
max |F|: 6.1 eV/A
electronic energy: -248.33060 Ha
spin multiplicity: 1
HOMO-LUMO gap: 8.16 eV
LUMO: -1.32 eV
energy above the lowest of the compared OMol25 structures with the same formula, charge and spin: 514.3 kJ/mol

Q: Which of these has the highest energy above the lowest of the compared OMol25 structures with the same formula, charge and spin?
A: C3H7N5

Q: Which of these has the lowest energy above the lowest of the compared OMol25 structures with the same formula, charge and spin?
A: C3H7N6

Q: Which value of max |F| does entry 9 give?
A: 6.1 eV/A